(1)
{"formula": "C28H38Br14FNS", "method": "ωB97M-V with the def2-TZVPD basis set", "lumo_ha": 0.0013, "e_tot_ev": -1025286.9024, "species": ["Br", "Br", "Br", "Br", "Br", "Br", "Br", "Br", "Br", "Br", "Br", "Br", "Br", "Br", "S", "F", "N", "C", "C", "C", "C", "C", "C", "C", "C", "C", "C", "C", "C", "C", "C", "C", "C", "C", "C", "C", "C", "C", "C", "C", "C", "C", "C", "C", "C", "H", "H", "H", "H", "H", "H", "H", "H", "H", "H", "H", "H", "H", "H", "H", "H", "H", "H", "H", "H", "H", "H", "H", "H", "H", "H", "H", "H", "H", "H", "H", "H", "H", "H", "H", "H", "H", "H"], "xyz": [[-4.619, 2.050, 6.203], [-3.092, -1.309, 6.367], [0.570, 0.079, -4.424], [-2.415, -0.351, 1.938], [-3.719, 1.823, -0.758], [1.311, -4.318, -5.315], [-1.045, 3.406, -4.600], [2.152, -0.308, 4.401], [5.690, -1.315, 4.742], [-1.133, 4.154, 2.901], [-2.009, -4.646, -6.862], [5.419, 1.965, 2.227], [2.015, 4.833, 4.536], [2.143, 1.454, 0.640], [-1.330, -2.235, -4.478], [-4.223, -1.693, -0.317], [-2.228, -0.866, -2.019], [4.135, -2.580, -2.953], [-2.849, 1.513, 6.814], [4.601, -0.175, 5.883], [-2.283, 0.414, 5.956], [-3.373, -4.091, -3.699], [0.566, -5.778, -6.366], [-4.377, -4.471, -2.766], [-2.942, -2.076, -2.290], [0.774, 6.087, 3.721], [-0.278, -5.259, -7.501], [-3.977, -2.473, -1.387], [1.351, 1.862, -4.862], [-0.177, -1.621, -3.203], [-2.665, -2.883, -3.439], [-4.684, -3.673, -1.629], [-0.640, 5.674, 4.013], [1.346, -1.773, -3.274], [2.156, -1.313, -2.207], [3.192, -0.694, 6.004], [0.745, 2.928, -3.994], [-0.811, -1.007, -2.081], [1.499, -0.679, -1.098], [-3.134, 1.458, 2.026], [-4.300, 1.642, 1.094], [0.078, -0.538, -1.041], [2.766, 2.909, 1.785], [4.193, 3.275, 1.476], [3.645, -1.530, -2.262], [2.193, -0.340, -0.281], [0.179, -4.426, -8.028], [4.458, 4.221, 1.947], [-5.449, -3.964, -0.897], [-5.007, 0.818, 1.120], [5.212, -2.794, -2.933], [-4.820, 2.571, 1.322], [-1.340, 6.468, 3.757], [-2.487, -0.473, -1.113], [1.793, -2.264, -4.160], [-2.946, 1.232, 7.858], [4.650, 0.828, 5.466], [3.145, -1.767, 6.161], [-1.221, 0.282, 6.154], [-2.431, 0.584, 4.893], [-4.941, -5.404, -2.890], [0.999, 6.116, 2.659], [1.320, 3.851, -4.053], [4.401, 3.335, 0.411], [-3.447, 1.588, 3.061], [5.098, -0.186, 6.852], [-2.237, 2.410, 6.737], [-2.312, 2.132, 1.816], [2.667, -0.187, 6.812], [1.000, 7.057, 4.161], [1.427, -6.323, -6.750], [1.204, 2.041, -5.926], [2.419, 1.760, -4.660], [-0.404, -0.055, -0.179], [2.099, 3.744, 1.572], [-3.115, -4.696, -4.566], [2.622, 2.590, 2.812], [0.016, -6.414, -5.679], [0.655, 2.626, -2.950], [3.478, -3.263, -3.507], [4.373, -0.898, -1.740], [-0.500, -6.055, -8.209], [-0.797, 5.380, 5.046]], "mulliken_charge": [-0.1629, -0.1152, 0.2503, -0.0726, -0.1307, 0.1649, -0.1612, -0.0888, -0.1271, 0.0104, -0.1028, -0.1559, -0.1259, 0.1458, -0.1955, -0.1454, 0.0871, -0.8309, -0.5276, -0.5318, 0.0867, -0.5627, -0.6289, -0.5893, -0.2777, -0.6079, -0.5948, 0.5567, -0.8076, 0.6253, 1.1916, -0.6869, -0.6283, -1.0054, 0.1235, -0.6193, -0.4759, -0.4356, -0.8099, 0.0556, -0.5844, -0.1279, -0.4445, -0.5449, -0.5449, 0.8621, 0.3731, 0.3860, 0.3860, 0.3649, 0.2745, 0.4216, 0.3694, -0.0453, 0.4712, 0.4222, 0.2819, 0.3898, 0.2241, -0.2720, 0.3462, 0.3634, 0.3794, 0.3743, 0.1231, 0.3541, 0.3036, -0.1856, 0.3284, 0.3821, 0.3472, 0.4071, 0.3359, 0.0579, 0.1594, 0.0875, 0.2008, 0.3908, 0.2194, 0.1925, 0.3234, 0.3871, 0.3662]}

---

(2)
{"formula": "C36H80B3F12HgN4", "method": "ωB97M-V with the def2-TZVPD basis set", "charge": 4, "spin_multiplicity": 2, "lumo_ha": [-0.4080, -0.6158], "e_tot_ev": -83377.5762, "s2": 0.753, "species": ["Hg", "F", "F", "F", "F", "F", "F", "F", "F", "F", "F", "F", "F", "N", "N", "N", "N", "C", "C", "C", "C", "C", "C", "C", "C", "C", "C", "C", "C", "C", "C", "C", "C", "C", "C", "C", "C", "C", "C", "C", "C", "C", "C", "C", "C", "C", "C", "C", "C", "C", "C", "C", "C", "B", "B", "B", "H", "H", "H", "H", "H", "H", "H", "H", "H", "H", "H", "H", "H", "H", "H", "H", "H", "H", "H", "H", "H", "H", "H", "H", "H", "H", "H", "H", "H", "H", "H", "H", "H", "H", "H", "H", "H", "H", "H", "H", "H", "H", "H", "H", "H", "H", "H", "H", "H", "H", "H", "H", "H", "H", "H", "H", "H", "H", "H", "H", "H", "H", "H", "H", "H", "H", "H", "H", "H", "H", "H", "H", "H", "H", "H", "H", "H", "H", "H", "H"], "xyz": [[0.312, 3.255, -1.216], [-2.966, 4.538, -3.150], [1.641, 4.060, 0.510], [0.086, 1.742, 0.550], [-1.241, -0.022, 0.684], [0.412, 4.286, 2.436], [0.767, 6.133, 1.253], [-0.798, 4.996, -2.617], [-1.314, 2.959, -3.476], [-0.569, 0.922, -1.335], [0.890, -0.153, -0.176], [-0.632, 4.498, 0.566], [-1.927, 3.485, -1.471], [-1.579, -0.663, 5.189], [0.654, -0.940, -5.119], [-4.536, -1.569, -0.881], [4.582, 1.621, 1.708], [-1.651, -1.388, 3.808], [-1.371, 1.882, 4.529], [-4.695, -2.261, 7.197], [0.103, 1.788, 4.936], [0.897, -2.410, -4.624], [-3.688, -2.694, -1.565], [-0.939, -1.921, -8.656], [4.472, 0.405, 0.622], [5.763, 1.243, 2.742], [-3.909, -1.668, 5.985], [-6.024, -1.704, -1.269], [5.796, 1.611, -1.105], [-4.538, -1.829, 0.598], [7.102, 1.749, 4.791], [-2.207, 0.774, 5.081], [0.355, -1.082, -6.660], [-1.443, -3.953, -1.766], [-5.768, 0.317, -2.941], [1.541, -2.527, -3.172], [0.706, 0.354, 4.708], [6.084, 2.274, 3.857], [6.035, 2.698, -0.069], [5.618, 0.279, -0.418], [-6.282, -1.156, -2.689], [2.040, -0.166, -4.987], [3.305, 1.697, 2.525], [-2.386, -1.468, 6.260], [-2.195, -2.719, -1.302], [4.910, 2.912, 1.024], [-0.436, -0.271, -4.259], [2.613, -0.212, -3.538], [2.821, -1.667, -2.992], [-0.048, -0.667, 5.589], [-3.993, -0.092, -1.130], [-4.285, 0.289, -2.601], [-0.880, -1.873, -7.121], [-1.782, 4.025, -2.709], [-0.252, 0.545, -0.094], [0.614, 4.729, 1.180], [-4.235, -3.168, 7.589], [1.692, -3.605, -3.116], [-4.394, 0.523, -0.324], [-0.358, -3.882, -1.685], [1.578, -2.947, -5.284], [0.430, 2.086, 5.932], [6.610, 1.075, 2.077], [-6.319, -2.750, -1.188], [-5.751, -2.406, 6.972], [2.765, -0.487, -5.735], [6.677, 1.345, 5.709], [1.745, 0.358, 5.040], [0.625, 2.518, 4.318], [3.993, 3.230, 0.529], [7.534, 0.834, 4.385], [-6.622, -1.075, -0.609], [0.914, -2.326, -2.302], [-3.779, -2.614, -2.648], [-5.284, -1.249, 1.142], [-1.664, 2.877, 4.864], [-4.675, -1.565, 8.035], [-2.924, -0.185, -0.937], [5.140, 3.668, 1.774], [-2.657, -1.400, 3.390], [3.618, -2.110, -3.589], [-4.535, -2.891, 0.843], [-7.343, -1.059, -2.919], [-0.093, -2.864, -4.667], [6.298, 3.501, -0.757], [3.246, 0.723, 3.011], [-1.410, -0.587, -4.632], [-0.098, -2.347, -9.202], [-3.706, -0.249, -3.352], [0.653, -0.029, 3.689], [3.353, 2.434, 3.326], [3.091, -1.590, -1.939], [1.208, -1.549, -7.153], [5.490, 0.297, 3.209], [-4.154, -3.576, -1.126], [-1.649, -3.946, -2.837], [-5.740, -1.817, -3.366], [-1.973, -2.525, -0.253], [4.458, -0.537, 1.170], [1.880, 0.291, -2.907], [3.499, 0.578, 0.163], [-4.464, -0.755, 5.774], [-1.764, -4.930, -1.405], [3.500, 0.381, -3.316], [-0.404, 0.773, -4.572], [-1.151, -0.781, 3.054], [-6.379, 1.043, -2.404], [-1.838, -2.398, -9.045], [6.477, 3.225, 3.497], [-3.151, 0.801, 4.537], [-1.455, 1.875, 3.442], [0.421, -1.645, 5.705], [1.918, 0.888, -5.235], [-2.219, -1.033, 7.246], [-1.772, -1.806, -1.722], [2.471, 1.852, 1.841], [-1.919, -2.452, 6.237], [-0.709, -2.911, -6.835], [-0.369, -0.520, -3.200], [7.023, 2.660, 0.391], [5.175, 2.512, 4.408], [0.290, -0.058, -7.030], [7.872, 2.427, 5.158], [5.294, -0.470, -1.141], [-0.053, -0.339, 6.628], [-4.060, -2.417, 5.207], [4.948, 1.990, -1.676], [6.490, -0.173, 0.055], [-1.230, -2.391, 3.870], [-1.847, -1.511, -6.771], [-5.766, 0.684, -3.968], [6.562, 1.548, -1.878], [-3.971, 1.319, -2.771], [-2.349, 0.998, 6.138], [-3.539, -1.506, 0.890], [-0.948, -0.876, -8.966]], "mulliken_spin": [0.0002, 0.0002, 0.0000, 0.0004, 0.0003, 0.0000, 0.0000, 0.0000, -0.0002, 0.0020, 0.0003, 0.0000, -0.0013, 0.0000, 0.0000, 0.0480, 0.0000, 0.0003, 0.0000, 0.0000, 0.0000, -0.0001, -0.0048, 0.0000, 0.0000, 0.0000, 0.0000, 0.0191, 0.0000, 0.0032, 0.0000, 0.0000, 0.0000, 0.0007, 0.3452, 0.0000, 0.0000, 0.0000, 0.0000, 0.0000, 0.1959, 0.0000, 0.0000, 0.0000, 0.0055, 0.0000, -0.0004, 0.0000, 0.0000, 0.0000, -0.0049, 0.0693, -0.0001, 0.0028, 0.0009, -0.0001, 0.0000, 0.0000, 0.0024, 0.0002, 0.0000, 0.0000, 0.0000, 0.0152, 0.0000, 0.0000, 0.0000, 0.0000, 0.0000, 0.0000, 0.0000, 0.0006, 0.0000, 0.0008, -0.0001, 0.0000, 0.0000, 0.0471, 0.0000, 0.0001, 0.0000, 0.0002, 0.0654, 0.0000, 0.0000, 0.0000, 0.0004, 0.0000, 0.0309, 0.0000, 0.0000, 0.0000, 0.0000, 0.0000, 0.0011, 0.0000, 0.0221, 0.0005, 0.0000, 0.0000, 0.0000, 0.0000, 0.0000, 0.0000, -0.0004, -0.0002, 0.0205, 0.0000, 0.0000, 0.0000, 0.0000, 0.0000, 0.0000, 0.0000, -0.0012, 0.0000, 0.0000, 0.0000, -0.0002, 0.0000, 0.0000, 0.0000, 0.0000, 0.0000, 0.0000, 0.0000, 0.0000, 0.0000, 0.0001, 0.0000, 0.0155, 0.0000, 0.0944, 0.0000, 0.0017, 0.0000]}